Entry 1:
Below is the molecule C4H9NO2 in a non-equilibrium geometry, with properties calculated with ωB97M-V/def2-TZVPD.

## Properties
Energy above the lowest of the compared OMol25 structures with the same formula, charge and spin = 28.7 kcal per mole
Largest force on an atom = 0.0483 Eh/bohr
E_tot = -9878.81579 eV
HOMO-LUMO gap = 10.582 eV

ORCA input file:
```
! RIJCOSX wB97M-V def2-TZVPD def2/J DEFGRID3
* xyz 0 1
C -2.3232 -0.0917 -0.4930
C -1.1590 0.5130 0.3072
N 0.0234 -0.3846 0.0651
C 1.2373 0.2260 0.6314
C 2.5044 -0.3256 -0.0944
O 2.2209 -0.5403 -1.3960
O 3.5913 -0.4635 0.3698
H -2.2189 0.2613 -1.5108
H -2.3405 -1.1600 -0.2554
H -3.2829 0.2711 -0.0859
H -0.9106 1.4794 -0.1363
H -1.2117 0.7164 1.3797
H -0.0855 -1.2455 0.5925
H 1.3179 -0.0303 1.6898
H 1.3932 1.2763 0.3875
H 1.2439 -0.5018 -1.4514
*
```

Entry 2:
Below is the ion C2H5N4 with charge +1 in a non-equilibrium geometry, with properties calculated with ωB97M-V/def2-TZVPD.

## Properties
Energy above the lowest of the compared OMol25 structures with the same formula, charge and spin = 94.6 kcal per mole
Largest force on an atom = 0.1084 Eh/bohr
E_tot = -8103.62648 eV
HOMO-LUMO gap = 9.006 eV

ORCA input file:
```
! RIJCOSX wB97M-V def2-TZVPD def2/J DEFGRID3
* xyz 1 1
C 0.9525 -0.1990 -0.8245
C -0.3603 -0.7094 -0.5249
N 0.1936 1.5963 0.5183
N -0.8913 -0.5565 0.6006
N -0.6092 0.7536 1.1128
N 0.8579 1.4148 -0.4435
H 1.7713 -0.4910 -0.0705
H 1.3128 -0.2463 -1.9151
H -0.7130 -1.3456 -1.3460
H -1.6633 -1.2152 0.8326
H -0.8511 0.9984 2.0600
*
```

Entry 3:
Below is a structure of composition C57H60Ge3N7O3SSc in a non-equilibrium geometry, with properties calculated with ωB97M-V/def2-TZVPD.

## Properties
Energy above the lowest of the compared OMol25 structures with the same formula, charge and spin = 36.6 kcal per mole
Largest force on an atom = 0.0991 Eh/bohr
E_tot = -277736.52573 eV
HOMO-LUMO gap (spin up / spin down) = 2.608 / 2.607 eV

ORCA input file:
```
! RIJCOSX wB97M-V def2-TZVPD def2/J DEFGRID3
* xyz -2 1
Sc 0.3290 0.3264 0.1868
S 1.2510 -1.7792 -1.0466
C 2.6290 -2.0911 0.0105
N 3.2918 -3.1981 -0.2898
N 4.4953 -3.4719 0.3924
C 5.5505 -2.6285 0.6130
C 5.8212 -1.5405 -0.2367
C 6.9325 -0.7499 -0.0323
C 7.8221 -1.0143 1.0074
C 7.5862 -2.1068 1.8282
C 6.4728 -2.9083 1.6343
N 3.0179 -1.3035 1.0256
N 2.3702 -0.1944 1.3523
C 2.9938 0.4527 2.4058
C 4.0941 -0.0708 3.1146
C 4.6593 0.6415 4.1563
C 4.1860 1.9009 4.5102
C 3.1040 2.4293 3.8133
C 2.5122 1.7126 2.7930
H 4.4015 -4.2412 1.0349
H 5.1359 -1.3288 -1.0456
H 7.1136 0.0896 -0.6943
H 8.6749 -0.3681 1.1765
H 8.2710 -2.3273 2.6398
H 6.2836 -3.7535 2.2889
H 4.4986 -1.0294 2.8304
H 5.4941 0.2094 4.6988
H 4.6496 2.4630 5.3128
H 2.7239 3.4137 4.0652
H 1.6587 2.1027 2.2641
C -1.8917 2.9872 -2.5672
C -0.9974 2.6114 -1.3937
O -0.6486 3.4957 -0.5990
O -0.6527 1.3874 -1.3209
H -1.9735 4.0698 -2.6344
H -2.8790 2.5521 -2.3989
H -1.4950 2.5654 -3.4910
O 1.9689 1.4275 -0.8661
N 2.7765 1.5608 -1.8495
C 3.2907 0.4946 -2.5025
C 4.2207 0.6642 -3.5024
C 4.6420 1.9362 -3.8660
C 4.0538 3.0175 -3.2254
C 3.1250 2.8106 -2.2332
H 2.8985 -0.4695 -2.1867
H 4.6119 -0.2130 -3.9984
H 5.3969 2.0807 -4.6263
H 4.3072 4.0314 -3.5021
H 2.6197 3.6072 -1.7082
C -0.7196 1.5797 1.8237
Ge -0.8235 3.4799 2.1725
C 0.7824 4.6387 1.9833
C 1.6489 4.5515 0.8952
C 2.7251 5.4166 0.7656
C 2.9571 6.3922 1.7265
C 2.1171 6.4804 2.8259
C 1.0396 5.6113 2.9473
C -1.1504 3.5634 4.1787
C -2.1130 4.3900 4.7597
C -2.4401 4.2935 6.1072
C -1.8024 3.3597 6.9119
C -0.8150 2.5505 6.3649
C -0.4965 2.6575 5.0177
C -2.3136 4.6632 1.5750
C -2.0844 5.9632 1.1358
C -3.1354 6.7711 0.7236
C -4.4366 6.2850 0.7345
C -4.6787 4.9898 1.1695
C -3.6238 4.1919 1.5903
H -1.6350 1.1921 2.2989
H 1.4675 3.7789 0.1587
H 3.3939 5.3351 -0.0852
H 3.7881 7.0801 1.6185
H 2.3082 7.2153 3.6004
H 0.3844 5.6918 3.8088
H -2.6204 5.1222 4.1405
H -3.2070 4.9369 6.5251
H -2.0783 3.2562 7.9554
H -0.2968 1.8313 6.9904
H 0.2793 2.0218 4.5982
H -1.0698 6.3441 1.1140
H -2.9382 7.7836 0.3877
H -5.2557 6.9102 0.3971
H -5.6892 4.5966 1.1783
H -3.8183 3.1829 1.9393
C -4.3844 -1.2539 2.1382
Ge -4.3705 -0.9004 0.1509
C -4.6736 1.0825 0.1718
C -6.2034 -1.6024 -0.3549
Ge -2.0142 -1.1897 -0.7612
C -2.1261 -3.2025 -1.0526
C -2.8063 -4.0621 -0.1874
C -2.7725 -5.4425 -0.3405
C -2.0394 -6.0090 -1.3730
C -1.3544 -5.1767 -2.2490
C -1.4022 -3.8002 -2.0877
C -2.4309 -0.7344 -2.6968
C -3.7046 -0.5485 -3.2349
C -3.8975 -0.1566 -4.5546
C -2.8066 0.0486 -5.3865
C -1.5272 -0.1464 -4.8823
C -1.3490 -0.5245 -3.5595
H -5.3598 -1.0416 2.5837
H -3.6432 -0.5971 2.6040
H -4.1139 -2.2859 2.3804
H -5.2852 1.4002 1.0209
H -5.1527 1.4401 -0.7437
H -3.7017 1.5790 0.2414
H -6.9474 -1.2296 0.3519
H -6.2123 -2.6944 -0.3354
H -6.4870 -1.2797 -1.3587
H -3.3865 -3.6365 0.6275
H -3.3183 -6.0809 0.3479
H -1.9912 -7.0864 -1.4863
H -0.7668 -5.6053 -3.0537
H -0.8488 -3.1701 -2.7733
H -4.5739 -0.7138 -2.6076
H -4.9029 -0.0067 -4.9350
H -2.9513 0.3590 -6.4155
H -0.6647 0.0122 -5.5221
H -0.3414 -0.6447 -3.1733
C -1.6510 -3.5386 4.0707
N -1.1662 -2.1747 3.9837
C -1.5374 -1.2296 5.0223
C -0.6640 -1.7232 2.8520
N -0.2189 -1.3007 1.8785
H -2.7421 -3.5575 4.1551
H -1.2246 -4.0318 4.9487
H -1.3545 -4.0823 3.1767
H -2.6188 -1.2420 5.1846
H -1.2347 -0.2262 4.7286
H -1.0327 -1.4810 5.9596
*
```